Below is C2HNO in the gas phase, with properties calculated with ωB97M-V/def2-TZVPD.

**LUMO energy**: -0.3 eV
**Electronic energy**: -206.7446 a.u.
**Energy above the lowest of the compared OMol25 structures with the same formula, charge and spin**: 17.8 kcal/mol
**Gap between HOMO and LUMO**: 11.43 eV
**Highest occupied orbital energy**: -11.6850 eV

Geometry as XYZ:
```
5
Properties=species:S:1:pos:R:3:forces:R:3
O -1.097177 -1.121972 0.210375 0.351 0.657 0.164
N 0.842403 0.041408 -0.130258 0.703 0.223 -1.086
C -0.502548 -0.087799 0.269446 -0.461 -0.434 -0.038
C 1.673831 0.288321 -0.937786 -0.551 -0.237 0.890
H -0.916511 0.880043 0.588225 -0.042 -0.209 0.069
```
Positions in Å, forces in eV/Å.

Okay, here come the Mulliken numbers, in e, for every atom:
1 O -0.38
2 N -0.06
3 C 0.16
4 C 0.00
5 H 0.29